(1)
Density functional theory data (ωB97M-V/def2-TZVPD) for a cluster of 2 separate species, C4HCl6N3 in total.

Results
Spin multiplicity: 1
Net charge: 0
Gap between HOMO and LUMO (eV): 9.82
Structure (SMILES): Clc1n[nH]c(Cl)n1.ClC(Cl)=C(Cl)Cl

Element x y z (Å)
Cl  -0.0858  -2.9495  -0.5712
C  -0.9834  -1.6058  -0.1257
N  -1.5659  -0.8087  -0.9918
N  -2.1483  0.1221  -0.2169
C  -1.8840  -0.1590  1.0783
Cl  -2.4321  0.7820  2.3516
N  -1.1570  -1.2460  1.1682
H  -2.6652  0.8885  -0.6185
Cl  0.9972  1.1108  1.4328
C  1.5526  1.0788  -0.1849
Cl  0.5244  1.7850  -1.3521
C  2.7466  0.5639  -0.5092
Cl  3.3221  0.5626  -2.1222
Cl  3.7788  -0.1244  0.6613

Atoms 1-6, force components in eV/Å:
0.35 -0.52 -0.25
-0.78 1.18 0.32
0.11 -0.25 -0.72
0.18 -0.30 0.69
0.15 -0.62 -0.94
-0.22 0.34 0.43



(2)
Density functional theory data (ωB97M-V/def2-TZVPD) for a structure of composition C16H30BrClFN4O10PSSi2.

Results
Spin multiplicity: 1
Net charge: 0
Gap between HOMO and LUMO (eV): 8.52

Element x y z (Å)
C  0.7820  -2.6264  3.5973
C  0.9806  -1.5689  2.4277
C  0.3503  -2.2404  1.1272
Si  -0.3812  -0.9647  -0.1005
C  0.2457  -1.1608  -1.8822
C  1.7164  -1.5774  -2.0494
O  2.5054  -1.8352  -1.2180
F  2.1431  -1.7123  -3.3781
O  -0.4278  0.6236  0.5185
Si  0.8524  1.6590  0.1132
Br  2.9010  0.9153  0.7918
C  0.8711  2.2743  -1.6885
C  2.1817  1.9168  -2.4991
C  3.1658  3.1653  -2.6039
Cl  4.8816  2.5558  -2.5176
C  0.5680  3.2242  1.1788
C  1.2079  4.5211  0.8765
C  0.9245  5.5844  1.8035
N  0.1709  5.5874  2.9186
C  -0.4477  4.4221  3.1993
C  -0.2543  3.2639  2.3638
P  -2.5494  -1.5594  -0.2251
O  -3.2851  -0.3220  -1.1120
O  -3.2667  -1.5629  1.2845
S  -2.7947  -3.2116  -1.2045
H  1.1418  -3.6184  3.2101
H  1.4720  -2.3878  4.4490
H  -0.2790  -2.7204  3.9141
H  2.0849  -1.5500  2.2520
H  0.5552  -0.5715  2.6717
H  1.0889  -2.9219  0.6491
H  -0.4729  -2.9074  1.5126
H  0.0480  -0.2777  -2.5470
H  -0.3685  -1.9916  -2.3387
H  0.7916  3.3956  -1.6931
H  -0.0533  1.9323  -2.2157
H  1.8948  1.5760  -3.5311
H  2.7940  1.0921  -2.0680
H  3.0224  3.7908  -1.6976
H  2.9397  3.6959  -3.5522
H  1.8653  4.6576  -0.0043
H  1.4258  6.5561  1.5700
H  -1.0925  4.3517  4.1040
H  -0.7693  2.3223  2.6667
H  -3.1921  0.4890  -0.5685
H  -3.3950  -0.6415  1.5855
C  -3.8052  3.8381  -1.2816
N  -2.4003  3.4499  -1.5763
O  -1.6350  4.3282  -1.9079
O  -2.1188  2.2656  -1.4622
H  -3.9076  4.9096  -1.4236
H  -4.4469  3.2931  -1.9708
H  -4.0114  3.5634  -0.2495
C  -3.5645  -3.4765  4.2747
N  -2.8952  -3.2714  5.5887
O  -3.5535  -2.7767  6.4829
O  -1.7317  -3.6161  5.6705
H  -4.5899  -3.1267  4.3474
H  -3.0132  -2.9046  3.5310
H  -3.5339  -4.5409  4.0540
C  2.4972  -4.8189  -4.4947
N  3.5331  -5.4162  -5.3797
O  3.6896  -4.9157  -6.4765
O  4.1498  -6.3661  -4.9384
H  2.0312  -3.9870  -5.0138
H  1.7673  -5.5949  -4.2749
H  2.9954  -4.4784  -3.5898

Atoms 1-6, force components in eV/Å:
0.88 0.37 -0.48
0.34 -2.06 0.05
-0.31 0.44 0.63
0.13 -0.61 1.24
0.37 -0.04 -1.45
-0.28 -0.02 -0.67



(3)
Density functional theory data (ωB97M-V/def2-TZVPD) for a cluster of 9 separate species, C9H34O9 in total.

Results
Spin multiplicity: 1
Net charge: -2
Gap between HOMO and LUMO (eV): 3.07
Relative energy (zero: lowest compared OMol25 entry of this formula, charge and spin) (kcal/mol): 65.5

Element x y z (Å)
C  13.6398  -3.2335  -8.3570
O  13.1329  -4.3379  -9.1176
H  14.3635  -3.6000  -7.6290
H  14.2459  -2.5561  -8.9586
H  12.8519  -2.7122  -7.8134
C  18.3068  -1.9147  -11.8351
O  17.9807  -3.1039  -12.5018
H  17.4260  -1.4302  -11.4136
H  19.0716  -1.9118  -11.0585
H  18.7896  -1.2765  -12.5752
C  12.8152  1.6964  -10.7387
O  14.1864  1.5974  -11.1512
H  12.5925  2.6614  -10.2832
H  12.0492  1.4662  -11.4793
H  12.7415  1.0090  -9.8960
H  14.8782  1.6484  -10.4876
C  15.9124  -6.7498  -3.5462
O  15.6062  -6.2709  -2.2525
H  16.8999  -7.2110  -3.5355
H  15.2737  -7.5916  -3.8136
H  16.0697  -6.0002  -4.3217
H  14.6797  -6.4146  -2.0459
C  11.2037  -4.8849  -3.4596
O  11.4701  -5.8692  -2.4864
H  11.5252  -3.9330  -3.0370
H  11.8136  -5.1755  -4.3150
H  10.1773  -4.7265  -3.7907
H  11.1730  -6.6982  -2.8686
C  8.0474  -2.5775  -9.3469
O  8.5722  -3.9084  -9.4494
H  6.9700  -2.4995  -9.2017
H  8.4761  -2.1852  -8.4247
H  8.3207  -1.9777  -10.2150
H  9.5303  -3.8803  -9.3949
C  15.0863  1.2822  -6.2416
O  14.9570  2.6923  -6.0812
H  14.4795  0.5726  -5.6792
H  15.0153  1.0081  -7.2942
H  16.0582  0.9063  -5.9219
H  15.5533  3.1526  -6.6762
C  13.3021  -9.0739  -7.6743
O  12.9486  -8.6314  -8.9782
H  14.3004  -8.6636  -7.5220
H  12.6880  -8.5683  -6.9289
H  13.3085  -10.1459  -7.4773
H  13.0118  -7.6793  -8.8731
C  8.9782  -7.7777  -13.0799
O  10.0374  -7.1296  -12.4298
H  8.4796  -7.1581  -13.8252
H  9.4135  -8.5221  -13.7467
H  8.3504  -8.2860  -12.3481
H  9.5766  -6.6538  -11.7349

Atoms 1-6, force components in eV/Å:
-0.44 -2.81 -1.53
0.07 1.36 1.08
0.35 -0.07 0.83
-0.10 0.68 -0.38
-0.32 0.65 0.30
-0.48 -1.89 -2.11



(4)
Density functional theory data (ωB97M-V/def2-TZVPD) for a cluster of 2 separate species, C3HN3O in total.

Results
Spin multiplicity: 3
Net charge: 0
Gap between HOMO and LUMO (spin up / spin down) (eV): 6.92 / 8.22
Relative energy (zero: lowest compared OMol25 entry of this formula, charge and spin) (kcal/mol): 78.6

Element x y z (Å)
C  2.4782  1.0435  0.5377
C  -1.2921  -1.2206  0.1276
C  -1.4330  0.2201  0.1270
N  2.1905  0.3157  -0.3155
N  -1.1057  -2.3554  0.2646
N  -1.7100  1.2597  0.7202
O  -0.8521  1.1617  -0.6326
H  1.7242  -0.4246  -0.8292

Atoms 1-6, force components in eV/Å:
0.35 0.66 0.57
0.30 3.17 0.82
1.93 -10.67 -5.31
-0.85 -1.23 -0.76
-0.23 -0.34 -0.31
-1.13 7.73 3.38



(5)
Density functional theory data (ωB97M-V/def2-TZVPD) for a structure of composition C41H49AsCdN5.

Results
Spin multiplicity: 1
Net charge: +1
Gap between HOMO and LUMO (eV): 6.83

Element x y z (Å)
Cd  1.0854  -1.1190  -0.3283
C  2.2818  -2.4130  2.1297
C  0.7762  -2.7122  2.1669
N  0.1420  -2.9026  0.8559
C  0.3925  -4.1589  0.2591
C  1.6144  -4.1708  -0.6795
C  2.2575  -5.3405  -1.0720
C  3.4418  -5.2549  -1.7983
C  3.9984  -4.0418  -2.1130
C  3.2318  -2.9045  -1.7929
C  3.7439  -1.5187  -2.2657
N  3.4162  -0.4215  -1.3096
C  4.2571  -0.1487  -0.1507
C  4.0069  -1.1416  0.9476
N  2.6503  -1.2208  1.4133
N  2.0785  -3.0412  -1.1636
H  2.7671  -3.2935  1.6782
H  2.4986  -2.3086  3.1898
H  0.3003  -1.8857  2.6895
H  0.5908  -3.5779  2.7701
H  -0.8562  -2.7143  0.9788
H  -0.4761  -4.4380  -0.3765
H  0.4831  -4.9732  0.9869
H  1.8836  -6.2718  -0.7101
H  3.9214  -6.1862  -2.0879
H  4.9636  -4.0748  -2.6312
H  3.2028  -1.3167  -3.2061
H  4.8724  -1.5892  -2.5384
H  3.1863  0.4632  -1.7603
H  4.0264  0.8219  0.1795
H  5.3262  -0.1863  -0.3726
H  4.7141  -0.9655  1.7575
H  4.2743  -2.1609  0.5908
H  2.4520  -0.4305  2.0374
C  2.9326  3.7043  -0.0446
C  1.9252  3.1966  -1.0672
C  1.6599  4.0304  -2.1508
C  0.7876  3.5096  -3.1165
C  0.3558  4.2685  -4.3202
C  0.2000  2.2242  -2.9238
C  0.5032  1.3820  -1.8458
C  1.4002  1.9270  -0.8996
N  -0.0337  0.1620  -1.5783
C  -1.0864  -0.4764  -2.4094
C  -1.4426  -1.8587  -1.8828
C  -2.3746  0.3372  -2.3706
C  -0.7392  -0.6078  -3.9354
H  3.1454  4.7871  -0.1676
H  3.9079  3.2874  -0.2770
H  2.7381  3.4651  0.9906
H  2.0881  5.0202  -2.2305
H  0.9372  5.1752  -4.3925
H  -0.6925  4.5620  -4.2501
H  0.3642  3.7002  -5.2846
H  -0.5365  1.9209  -3.6637
H  1.7135  1.3959  -0.0037
H  -1.8055  -1.7624  -0.8405
H  -0.5908  -2.5448  -2.0025
H  -2.3182  -2.2590  -2.4099
H  -2.9559  0.0870  -1.4778
H  -3.0263  0.0383  -3.1990
H  -2.3106  1.4256  -2.4043
H  -0.7068  0.3202  -4.4509
H  -1.5025  -1.2121  -4.4178
H  0.1933  -1.1147  -3.9997
C  -2.5058  1.7670  6.3334
C  -2.4774  2.8123  5.4089
C  -1.9819  2.5770  4.1351
C  -1.5069  1.3206  3.7339
C  -1.5343  0.3077  4.6717
C  -2.0513  0.5249  5.9782
As  -0.8209  0.8133  1.9435
C  -2.4292  -0.3020  1.7057
C  -2.6944  -1.5642  2.2104
C  -3.9633  -2.0986  2.1172
C  -5.0233  -1.3316  1.5560
C  -4.7150  -0.1055  1.0213
C  -3.4434  0.4194  1.0969
C  -3.0640  1.7628  0.5816
C  -3.9219  2.5959  -0.1742
C  -3.4008  3.7931  -0.7427
C  -2.0471  4.0233  -0.6466
C  -1.2411  3.2152  0.1519
C  -1.7423  2.1141  0.8226
H  -2.9133  1.9246  7.3146
H  -2.8065  3.8122  5.7323
H  -1.8958  3.4160  3.4578
H  -1.2969  -0.7466  4.4559
H  -2.0725  -0.3335  6.6972
H  -1.9605  -2.1010  2.7505
H  -4.1611  -3.0195  2.6037
H  -6.0301  -1.6783  1.6034
H  -5.5766  0.5074  0.6810
H  -4.9997  2.3836  -0.2489
H  -4.0777  4.4109  -1.3150
H  -1.6595  4.8765  -1.1374
H  -0.2213  3.4105  0.2521

Atoms 1-6, force components in eV/Å:
0.00 0.70 -0.66
-0.68 -1.42 0.44
0.15 0.68 -0.31
-0.39 1.57 1.14
-0.19 -1.41 -1.83
0.39 -1.26 -0.24